[1]
# C2H7NO2

A 2-piece molecular cluster, C2H7NO2 overall (ωB97M-V with the def2-TZVPD basis set, the OMol25 dataset).

The geometry in XYZ format:
```
12
Properties=species:S:1:pos:R:3:forces:R:3:mulliken_charge:R:1
O 0.99337 -0.38746 0.59754 -0.188 -0.256 0.054 -0.44
C 0.72848 0.44282 -0.22469 0.359 0.566 -0.220 -0.03
C -0.30040 0.29543 -1.32236 -0.018 -0.700 0.301 -0.22
N -0.27237 1.42486 -2.21046 0.192 0.410 0.023 -0.56
H 1.28747 1.40735 -0.26140 -0.107 -0.077 0.103 0.32
H -1.27706 0.22427 -0.83379 0.002 0.015 -0.059 0.28
H -0.09787 -0.69577 -1.76482 -0.127 0.161 -0.085 0.24
H -0.99254 1.40843 -2.91647 0.097 -0.078 -0.025 0.22
H 0.63821 1.56159 -2.63459 -0.224 -0.089 -0.115 0.20
H -0.35454 -1.89547 2.22330 -0.017 0.257 0.175 0.32
H -1.57519 -1.03130 2.52493 0.102 -0.038 0.062 0.30
O -0.83756 -1.48028 2.95237 -0.069 -0.170 -0.215 -0.63
```
Forces are in eV/Å.

As for the SMILES: NCC=O.O. The total energy is -285.61287 a.u. The energy above the lowest of the compared OMol25 structures with the same formula, charge and spin is 154.7 kJ/mol. Its HOMO energy is -9.903 eV. The HOMO-LUMO gap comes out at 10.679 eV. The largest force on an atom comes out at 0.76 eV Å⁻¹.

[2]
# C2H7NO2

A 2-piece molecular cluster, C2H7NO2 overall (ωB97M-V with the def2-TZVPD basis set, the OMol25 dataset).

The geometry in XYZ format:
```
12
Properties=species:S:1:pos:R:3:forces:R:3:mulliken_charge:R:1
C -0.47871 0.41631 -0.22158 -0.635 0.383 -0.681 0.68
C -1.85726 -0.08648 0.32746 0.979 0.768 3.220 -0.83
H 2.17740 0.86315 -0.23401 -0.041 -0.473 0.636 0.32
H 2.74145 0.40256 1.06564 1.578 0.965 2.230 0.27
H 1.11336 -0.28487 -1.36111 -2.301 -1.124 3.433 0.29
H 0.11175 -1.57946 -0.90638 -0.451 2.042 1.384 0.27
H -1.89246 0.33202 1.47662 -0.377 -0.509 -2.973 0.21
H -1.66588 -1.12988 0.55479 -0.415 -0.398 -0.319 0.29
H -2.83506 0.02577 -0.21347 1.376 0.377 0.353 0.28
N 0.40921 -0.63084 -0.49778 0.048 -0.552 -5.994 -0.56
O 2.30028 0.07204 0.33126 0.906 0.606 -1.477 -0.62
O -0.12410 1.59968 -0.32146 -0.667 -2.085 0.187 -0.62
```
Forces are in eV/Å.

As for the SMILES: CC(N)=O.O. The total energy is -285.57697 a.u. The energy above the lowest of the compared OMol25 structures with the same formula, charge and spin is 249.0 kJ/mol. Its HOMO energy is -9.483 eV. The HOMO-LUMO gap comes out at 10.237 eV. The largest force on an atom comes out at 6.02 eV Å⁻¹.

[3]
# C2H7NO2S2

C2H7NO2S2 as an isolated structure (ωB97M-V with the def2-TZVPD basis set, the OMol25 dataset).

The geometry in XYZ format:
```
14
Properties=species:S:1:pos:R:3:forces:R:3:mulliken_charge:R:1
C 0.96610 -0.12538 -0.88399 0.504 -0.268 1.256 -0.71
C -0.04543 0.64627 -0.13109 0.181 1.824 4.358 -0.17
N 0.56493 1.35764 1.55144 -4.431 -1.506 -3.509 -0.62
O -1.21627 -1.76950 -0.17025 -0.585 -0.568 -0.639 -0.53
O -2.58763 0.37831 -0.50822 0.470 -0.594 0.042 -0.46
S 1.77368 -1.14274 0.35824 0.868 -0.943 0.570 -0.17
S -1.53820 -0.48947 0.43396 2.196 2.186 0.299 0.59
H 1.79280 0.37775 -1.35702 -0.438 0.737 -0.550 0.34
H 0.54543 -0.91908 -1.46763 -0.579 0.310 -1.018 0.37
H -0.35479 1.64090 -0.42910 -0.412 -0.292 -0.536 0.44
H 0.75184 0.65937 2.21646 0.581 -1.256 0.531 0.25
H 1.31834 1.91832 1.35445 2.326 1.305 -0.659 0.21
H -3.16733 -0.33636 -0.77683 -0.907 -0.064 -0.514 0.33
H 1.19653 -2.19605 -0.19042 0.226 -0.871 0.369 0.12
```
Forces are in eV/Å.

The total energy is -1081.88698 a.u. The energy above the lowest of the compared OMol25 structures with the same formula, charge and spin is 394.0 kJ/mol. Its HOMO energy is -8.971 eV. The HOMO-LUMO gap comes out at 9.425 eV. The largest force on an atom comes out at 5.85 eV Å⁻¹.

[4]
# C2H7NO3

A 2-piece molecular cluster, C2H7NO3 overall (ωB97M-V with the def2-TZVPD basis set, the OMol25 dataset).

The geometry in XYZ format:
```
13
Properties=species:S:1:pos:R:3:forces:R:3:mulliken_charge:R:1
N -0.11448 0.67393 -0.70602 -1.541 2.007 0.654 -0.66
C -1.36734 -0.05380 -1.00700 1.335 -2.005 -0.685 -0.20
O -2.58772 0.51849 -0.45441 4.726 1.656 1.796 -0.49
H 0.82749 0.32864 -1.06079 -2.059 0.916 0.301 0.27
H -0.40870 1.69386 -0.68983 1.852 -1.414 -0.671 0.20
H -1.45607 -0.25129 -2.06497 -0.738 0.620 -0.551 0.31
H -1.04823 -1.04637 -0.64936 -1.268 -0.217 0.540 0.26
H -2.06480 1.13544 0.23491 -2.576 -1.756 -1.591 0.33
O 2.21372 -1.21329 0.18443 -0.586 0.079 0.468 -0.47
C 2.01056 -0.84335 1.30825 -1.351 2.290 0.083 0.16
O 1.04065 0.09572 1.73085 1.090 -2.705 -1.116 -0.48
H 2.59692 -1.08069 2.16446 0.753 -0.501 0.747 0.37
H 0.35799 0.04271 1.00946 0.363 1.030 0.025 0.40
```
Forces are in eV/Å.

As for the SMILES: O=CO.NCO. The total energy is -360.83070 a.u. The energy above the lowest of the compared OMol25 structures with the same formula, charge and spin is 217.8 kJ/mol. Its HOMO energy is -9.730 eV. The HOMO-LUMO gap comes out at 10.429 eV. The largest force on an atom comes out at 5.32 eV Å⁻¹.

[5]
# C2H7NO3

A 2-piece molecular cluster, C2H7NO3 overall (ωB97M-V with the def2-TZVPD basis set, the OMol25 dataset).

The geometry in XYZ format:
```
13
Properties=species:S:1:pos:R:3:forces:R:3:mulliken_charge:R:1
N 1.14137 0.65629 -0.48810 -0.128 -0.039 -0.297 -0.52
C 2.06154 0.29966 0.56981 -0.951 0.528 0.329 -0.35
O 2.10620 -1.10111 0.75126 0.445 0.004 -0.689 -0.50
H 0.38252 1.28637 -0.27404 0.067 0.097 0.427 0.28
H 1.57739 0.99052 -1.33062 0.173 -0.062 -0.114 0.18
H 3.03132 0.76292 0.38738 0.286 -0.338 0.000 0.34
H 1.67099 0.67887 1.51230 0.129 0.112 0.069 0.25
H 2.28477 -1.46150 -0.13374 -0.085 -0.131 0.460 0.31
O -2.24096 1.04683 0.13442 -0.278 0.346 0.335 -0.49
C -2.39615 -0.04784 -0.32133 0.815 -0.485 -0.574 0.21
O -1.39600 -0.89831 -0.57113 -0.024 -0.083 0.715 -0.41
H -3.32046 -0.51440 -0.65466 -0.488 0.213 0.036 0.33
H -0.59084 -0.54117 -0.13164 0.040 -0.164 -0.697 0.36
```
Forces are in eV/Å.

As for the SMILES: O=CO.NCO. The total energy is -360.87731 a.u. The energy above the lowest of the compared OMol25 structures with the same formula, charge and spin is 95.4 kJ/mol. Its HOMO energy is -10.263 eV. The HOMO-LUMO gap comes out at 11.075 eV. The largest force on an atom comes out at 1.14 eV Å⁻¹.

[6]
# C2H7NO3

A 2-piece molecular cluster, C2H7NO3 overall (ωB97M-V with the def2-TZVPD basis set, the OMol25 dataset).

The geometry in XYZ format:
```
13
Properties=species:S:1:pos:R:3:forces:R:3:mulliken_charge:R:1
N 0.41544 -1.32703 -1.78935 0.939 0.458 1.006 -0.63
C -0.43985 -0.22054 -1.38992 -1.115 -0.516 -1.951 -0.15
O -1.30155 -0.65034 -0.35604 0.583 -0.255 1.019 -0.56
H 0.80786 -1.20091 -2.70608 -0.342 0.108 -0.589 0.25
H 1.25211 -1.31155 -1.21150 -0.041 -0.252 0.269 0.21
H 0.01693 0.74726 -1.15679 0.257 -0.290 0.428 0.30
H -1.07953 -0.05552 -2.27352 0.141 0.280 0.209 0.28
H -1.08614 -1.58970 -0.18419 -0.231 0.601 -0.295 0.33
O 0.51290 2.33928 1.74014 -0.201 0.270 -0.217 -0.46
C 0.39462 1.40966 2.48109 0.293 0.137 -0.007 0.18
O 0.34443 0.13005 2.06840 -0.913 0.364 -0.088 -0.41
H 0.30865 1.53680 3.56257 0.217 -0.302 0.199 0.34
H -0.14587 0.19253 1.21520 0.414 -0.603 0.016 0.34
```
Forces are in eV/Å.

As for the SMILES: O=CO.NCO. The total energy is -360.86796 a.u. The energy above the lowest of the compared OMol25 structures with the same formula, charge and spin is 120.0 kJ/mol. Its HOMO energy is -10.441 eV. The HOMO-LUMO gap comes out at 11.262 eV. The largest force on an atom comes out at 2.31 eV Å⁻¹.

[7]
# C2H7NO3

A 2-piece molecular cluster, C2H7NO3 overall (ωB97M-V with the def2-TZVPD basis set, the OMol25 dataset).

The geometry in XYZ format:
```
13
Properties=species:S:1:pos:R:3:forces:R:3:mulliken_charge:R:1
O -1.34616 -0.75705 -0.04614 -0.719 -0.688 0.244 -0.47
C -1.36294 0.26343 -0.64335 1.061 2.030 -0.404 0.39
O -2.41207 0.77829 -1.38375 0.017 -0.820 -0.236 -0.47
C -0.11767 1.16271 -0.67529 0.929 -2.188 -0.722 -0.26
N 0.45674 1.28164 0.63333 -0.705 1.234 -0.363 -0.48
H -2.30168 0.45218 -2.29245 -0.325 0.113 0.209 0.33
H -0.16309 2.05506 -1.28299 -0.650 0.637 0.673 0.37
H 0.53969 0.54329 -1.34980 -0.172 0.090 0.253 0.21
H 0.62972 0.43710 1.14422 0.360 0.095 -0.017 0.19
H 1.01427 2.11089 0.75127 0.241 -0.545 0.389 0.18
H 2.19979 -2.62444 1.19852 0.951 0.255 -0.832 0.31
H 0.97787 -2.94225 1.86718 -1.003 -0.231 0.412 0.32
O 1.88554 -2.76084 2.07924 0.016 0.017 0.395 -0.63
```
Forces are in eV/Å.

As for the SMILES: NCC(=O)O.O. The total energy is -360.85464 a.u. The energy above the lowest of the compared OMol25 structures with the same formula, charge and spin is 154.9 kJ/mol. Its HOMO energy is -9.076 eV. The HOMO-LUMO gap comes out at 9.518 eV. The largest force on an atom comes out at 2.48 eV Å⁻¹.

[8]
# C2H7NO3

A 2-piece molecular cluster, C2H7NO3 overall (ωB97M-V with the def2-TZVPD basis set, the OMol25 dataset).

The geometry in XYZ format:
```
13
Properties=species:S:1:pos:R:3:forces:R:3:mulliken_charge:R:1
O 0.92610 1.16991 0.29443 0.597 1.107 0.815 -0.55
C 1.58226 0.23020 -0.06647 -0.331 -1.229 -0.954 0.05
N 1.01079 -1.01568 -0.12471 -0.615 0.373 0.131 -0.12
C -0.27580 -1.33962 0.49814 1.871 -2.811 0.243 -0.61
O -1.41395 -1.48075 -0.24370 0.263 -1.454 -0.864 -0.52
H 2.65233 0.30591 -0.40780 -0.778 -0.190 0.204 0.33
H 1.33250 -1.72076 -0.73808 0.924 -0.510 -0.428 0.23
H -0.09237 -2.26890 1.06721 -0.238 -0.033 -0.648 0.36
H -0.46412 -0.67913 1.22977 -0.181 2.899 2.551 0.43
H -1.58860 -0.60631 -0.51273 -1.033 1.828 -0.911 0.36
H -0.53105 2.29363 -0.74987 -1.437 -0.171 0.056 0.35
H -1.06266 1.96260 0.49733 1.194 -0.939 4.371 0.32
O -1.40719 2.12074 -0.31360 -0.236 1.130 -4.566 -0.62
```
Forces are in eV/Å.

As for the SMILES: O=CNCO.O. The total energy is -360.85816 a.u. The energy above the lowest of the compared OMol25 structures with the same formula, charge and spin is 145.7 kJ/mol. Its HOMO energy is -10.442 eV. The HOMO-LUMO gap comes out at 11.137 eV. The largest force on an atom comes out at 4.71 eV Å⁻¹.